A | 36
Properties=species:S:1:pos:R:3 method="wB97M-V/def2-TZVPD" multiplicity=1 smiles=O.O.O.O.O.O.O.O.O.O.O.O charge=0 lumo_energy_ha=-0.01150 homo_lumo_gap_ev=9.571
O -4.253 -0.628 0.192
H -3.864 -0.468 -0.689
H -5.206 -0.627 0.050
O 2.784 -0.282 1.990
H 2.448 -1.052 1.513
H 2.000 0.270 2.157
O 1.588 -0.883 -3.198
H 0.685 -0.810 -3.523
H 1.621 -0.305 -2.418
O 2.333 -2.325 -0.267
H 2.811 -3.161 -0.270
H 1.398 -2.573 -0.314
O -2.559 1.666 0.942
H -3.159 0.921 1.109
H -2.990 2.173 0.243
O 3.242 0.240 -1.269
H 4.144 0.043 -1.538
H 2.917 -0.587 -0.870
O 0.007 0.831 2.447
H -0.219 1.563 3.032
H -0.663 0.862 1.755
O -2.983 0.340 -2.142
H -3.771 0.693 -2.574
H -2.265 0.518 -2.762
O -0.124 -3.295 1.148
H 0.137 -4.191 0.904
H -1.083 -3.284 1.037
O -0.380 3.299 0.278
H -1.044 2.634 0.530
H 0.436 2.984 0.718
O -0.071 -0.038 -0.342
H 0.147 -0.599 0.415
H -1.029 0.088 -0.293
O 2.135 2.342 0.678
H 2.026 1.625 0.037
H 2.801 2.017 1.293


B | 36
Properties=species:S:1:pos:R:3 method="wB97M-V/def2-TZVPD" multiplicity=1 smiles=O.O.O.O.O.O.O.O.O.O.O.O charge=0 lumo_energy_ha=-0.02514 homo_lumo_gap_ev=9.451
O -3.539 -0.767 1.655
H -3.293 -1.197 0.819
H -4.417 -1.105 1.856
O 0.672 -1.502 2.479
H 1.230 -2.265 2.301
H 0.532 -1.096 1.599
O -1.201 0.812 2.779
H -1.692 0.151 2.268
H -0.825 0.311 3.513
O -0.448 -0.596 -2.670
H -0.968 0.096 -3.096
H -0.613 -1.386 -3.202
O 3.085 -1.760 0.883
H 2.600 -1.478 0.095
H 3.979 -1.435 0.743
O 2.831 0.654 -1.516
H 2.026 0.842 -1.027
H 2.690 -0.241 -1.876
O -0.559 2.506 0.173
H -1.320 2.392 0.756
H 0.199 2.590 0.778
O 0.106 2.789 -2.704
H -0.288 2.684 -1.825
H -0.627 3.049 -3.271
O 0.160 -0.275 0.088
H -0.008 0.665 0.294
H -0.632 -0.564 -0.382
O 1.908 -1.762 -2.131
H 1.009 -1.344 -2.203
H 1.797 -2.639 -2.512
O -2.342 -1.716 -0.755
H -2.640 -1.564 -1.657
H -1.913 -2.580 -0.781
O 0.765 2.901 2.629
H 1.546 2.709 3.158
H 0.190 2.121 2.742


C | 36
Properties=species:S:1:pos:R:3 method="wB97M-V/def2-TZVPD" multiplicity=1 smiles=O.O.O.O.O.O.O.O.O.O.O.O charge=0 lumo_energy_ha=-0.00032 homo_lumo_gap_ev=10.577
H -0.545 -0.138 0.133
H -1.220 0.495 -1.074
H 2.650 0.485 -3.079
H 2.894 1.983 -2.999
H -0.948 4.353 0.562
H 0.288 4.058 -0.272
H -5.118 2.245 0.556
H -3.718 2.525 0.036
H 0.825 -2.113 -0.980
H 2.131 -1.403 -0.664
H -1.545 -2.226 3.274
H -1.004 -3.369 2.430
H -3.377 -1.101 -1.252
H -2.795 -1.127 -2.656
H 1.603 1.252 0.860
H 2.291 2.552 1.242
H 3.535 0.041 -1.084
H 4.321 -1.244 -0.887
H -1.760 -3.876 -1.569
H -1.722 -2.839 -2.679
H 2.659 0.071 2.717
H 3.779 -0.893 3.073
H -2.295 0.522 0.928
H -3.743 0.075 1.048
O -0.497 0.629 -0.450
O 3.354 1.137 -2.989
O 0.015 4.371 0.598
O -4.371 1.821 0.120
O 1.739 -2.036 -1.276
O -0.773 -2.793 3.167
O -2.876 -0.565 -1.877
O 1.575 1.964 1.509
O 3.869 -0.547 -0.398
O -1.646 -2.932 -1.723
O 2.838 -0.865 2.864
O -2.877 -0.224 0.747


D | 36
Properties=species:S:1:pos:R:3 method="wB97M-V/def2-TZVPD" multiplicity=1 smiles=O.O.O.O.O.O.O.O.O.O.O.O charge=0 lumo_energy_ha=-0.01694 homo_lumo_gap_ev=9.971
O -2.318 -3.195 0.027
H -1.987 -4.010 0.405
H -1.534 -2.670 -0.134
O 0.031 -0.111 0.000
H -0.132 0.457 -0.752
H 0.193 -0.974 -0.381
O 0.621 -2.554 -0.942
H 1.244 -2.566 -1.668
H 0.901 -3.272 -0.374
O 2.281 0.268 -2.038
H 1.763 0.387 -1.242
H 2.237 1.115 -2.482
O -1.435 0.106 -4.260
H -1.110 0.531 -3.466
H -1.482 -0.823 -4.033
O 1.145 2.634 -0.361
H 0.671 3.207 0.242
H 1.942 3.120 -0.576
O 0.697 1.001 2.858
H 0.692 0.774 1.928
H -0.143 1.437 3.003
O -0.974 1.612 -2.177
H -0.163 2.076 -1.971
H -1.457 1.593 -1.351
O 2.973 0.393 0.741
H 2.218 0.962 0.591
H 3.673 0.989 1.009
O 0.721 -2.593 2.816
H 0.984 -2.228 3.661
H 0.840 -1.873 2.196
O -2.171 2.148 0.198
H -3.096 1.972 0.025
H -2.075 3.089 0.054
O -2.221 -0.756 2.798
H -1.349 -0.642 2.418
H -2.181 -1.605 3.239


In kJ/mol, relative to the most stable structure: A 10.4; B 0.0; C 135.5; D 53.7.


A | 13
Properties=species:S:1:pos:R:3 method="wB97M-V/def2-TZVPD" multiplicity=1 charge=0 lumo_energy_ha=-0.01858 homo_lumo_gap_ev=8.975
C 0.586 -0.335 -0.609
C 0.440 -0.219 0.908
C 0.219 1.094 1.491
C -0.796 -0.257 -1.208
C -1.553 -1.597 -1.253
O 1.410 0.458 1.743
S -1.053 -1.075 -2.778
H 1.307 0.583 -0.875
H 0.872 -1.392 -0.800
H 0.177 -1.136 1.494
H -0.577 1.253 2.231
H -1.406 0.667 -1.197
H 0.374 1.955 0.856


B | 13
Properties=species:S:1:pos:R:3 method="wB97M-V/def2-TZVPD" multiplicity=1 charge=0 lumo_energy_ha=0.00694 homo_lumo_gap_ev=9.582
C 0.164 -0.345 1.346
C 0.062 -0.360 -0.259
C 1.390 -0.608 -0.897
C -0.474 0.905 -0.472
C -0.595 2.153 -0.427
H 0.078 -1.533 1.831
H -0.934 0.557 1.399
H 0.967 0.211 1.612
H -2.407 -1.078 -1.379
H 1.579 -0.529 -1.874
H -0.796 3.203 -0.272
O 2.308 -0.947 -0.262
S -1.341 -1.630 -0.348


In kJ/mol, relative to the most stable structure: A 0.0; B 113.2.


A | 13
Properties=species:S:1:pos:R:3 method="wB97M-V/def2-TZVPD" multiplicity=1 charge=0 lumo_energy_ha=0.03178 homo_lumo_gap_ev=8.483
C 0.807 0.043 -0.754
C 1.821 0.139 0.030
C 0.046 0.178 1.452
C -0.423 0.168 0.029
C -1.711 -0.057 -0.323
O 1.504 0.279 1.316
S -2.155 -0.403 -1.999
H 0.846 -0.109 -1.781
H 2.968 -0.021 -0.079
H -0.085 -0.752 1.921
H -2.472 -0.142 0.414
H -0.340 0.946 2.215
H -0.808 -0.269 -2.442


B | 13
Properties=species:S:1:pos:R:3 method="wB97M-V/def2-TZVPD" multiplicity=1 charge=0 lumo_energy_ha=-0.02809 homo_lumo_gap_ev=8.947
C 2.376 -1.162 0.380
C 1.363 -0.780 -0.090
C -0.262 1.060 -0.479
C -0.531 1.182 0.934
C -0.643 -0.311 -0.991
O 0.329 1.777 -1.241
S -1.849 -1.233 -0.225
H 3.362 -1.303 0.662
H -1.217 0.377 1.301
H -0.854 2.138 1.296
H 0.515 1.151 1.371
H -0.512 -0.531 -1.999
H -2.075 -2.365 -0.918


In kJ/mol, relative to the most stable structure: A 0.0; B 356.2.


A | 12
Properties=species:S:1:pos:R:3 method="wB97M-V/def2-TZVPD" multiplicity=1 charge=-1 lumo_energy_ha=0.15216 homo_lumo_gap_ev=6.355
C -0.844 0.029 0.720
C 0.487 1.211 -0.072
C 1.302 -0.993 -0.033
N -0.027 -1.116 0.288
N 1.559 0.408 -0.126
N -2.117 0.081 0.034
O 0.496 2.430 -0.123
O 2.145 -1.907 -0.205
H -0.519 -2.003 0.478
H 2.411 0.720 -0.465
H -2.655 0.821 0.533
H -2.238 0.319 -1.030


B | 12
Properties=species:S:1:pos:R:3 method="wB97M-V/def2-TZVPD" multiplicity=1 charge=-1 lumo_energy_ha=0.15036 homo_lumo_gap_ev=8.162
C 1.533 -0.455 -0.475
C -1.458 0.117 -0.709
C 1.863 0.577 0.436
N 1.345 -1.338 -1.180
N -0.601 0.459 0.225
N 2.033 0.369 1.696
O -2.554 -0.748 -0.252
O -1.486 0.452 -1.882
H 1.961 1.552 -0.111
H -3.438 -0.379 -0.592
H -0.865 0.014 1.072
H 1.667 -0.621 1.772


In kJ/mol, relative to the most stable structure: A 39.4; B 0.0.


A | 16
Properties=species:S:1:pos:R:3 method="wB97M-V/def2-TZVPD" multiplicity=1 charge=-1 lumo_energy_ha=0.11908 homo_lumo_gap_ev=8.143
I -0.328 0.267 -0.201
O -1.809 2.237 2.697
H -2.097 2.977 2.164
H -1.633 1.540 2.066
O 1.668 -1.867 2.128
H 1.267 -1.205 1.565
H 0.950 -2.458 2.354
O 2.058 2.559 0.705
H 1.936 1.637 0.478
H 1.441 2.713 1.421
O 0.620 -2.902 -1.945
H 0.651 -2.003 -1.615
H 1.469 -3.033 -2.366
O -2.442 -0.060 -3.180
H -1.814 -0.197 -3.890
H -1.937 -0.205 -2.381


B | 16
Properties=species:S:1:pos:R:3 method="wB97M-V/def2-TZVPD" multiplicity=1 charge=-1 lumo_energy_ha=0.11674 homo_lumo_gap_ev=8.337
I -0.257 0.298 -1.030
O -0.931 -3.211 0.224
H -0.871 -2.302 -0.121
H -1.368 -3.109 1.075
O -3.771 1.124 -0.476
H -2.949 0.744 -0.845
H -3.467 1.613 0.295
O 2.981 1.874 -0.026
H 2.517 2.428 0.608
H 2.343 1.169 -0.229
O 2.164 -2.333 -2.073
H 2.985 -2.003 -1.697
H 1.514 -1.632 -1.879
O -0.428 1.588 2.380
H -0.626 1.404 1.439
H 0.163 2.347 2.354


In kJ/mol, relative to the most stable structure: A 8.4; B 0.0.


A | 8
Properties=species:S:1:pos:R:3 method="wB97M-V/def2-TZVPD" multiplicity=1 smiles="O=C=N[C@H]1C=N1" charge=0 lumo_energy_ha=0.02440 homo_lumo_gap_ev=10.390
C 0.428 -0.504 -1.193
C 0.819 -0.246 0.182
C -1.258 0.675 0.961
N 1.125 0.555 -1.088
N -0.138 0.299 1.070
O -2.373 0.915 1.042
H -0.282 -1.215 -1.780
H 1.680 -0.479 0.806


B | 8
Properties=species:S:1:pos:R:3 method="wB97M-V/def2-TZVPD" multiplicity=1 charge=0 lumo_energy_ha=0.01540 homo_lumo_gap_ev=10.578
C -3.098 -0.334 0.006
C -1.322 1.126 0.159
C 0.195 0.941 -0.026
N -3.542 -1.339 -0.178
N -2.456 0.797 0.029
O -0.601 2.139 -0.050
H 0.607 0.914 0.870
H 0.605 0.489 -1.106


In kJ/mol, relative to the most stable structure: A 0.0; B 140.4.